The following is a quantum chemistry calculation of the molecule C5H14N2, from OMol25.

Each line ends with the natural charge from an NBO analysis.
Positions of all 21 atoms, in Å:
1 N -0.1248 0.5677 1.6205  -0.622
2 N 1.3383 0.4851 -2.2379  -0.861
3 C -0.6257 -1.5480 0.3410  -0.639
4 C -0.5572 0.7477 -0.6994  -0.407
5 C -0.1210 0.4139 -2.1894  -0.216
6 C 0.0166 -0.1854 0.3477  -0.064
7 C 0.0794 -0.1974 2.8546  -0.420
8 H -0.4336 -1.9816 -0.6447  0.207
9 H -0.5267 1.2592 -2.7383  0.189
10 H 1.6654 1.0605 -2.9993  0.366
11 H -1.6617 -1.6339 0.6633  0.205
12 H -0.1344 -2.2245 1.0525  0.208
13 H -0.0228 1.6914 -0.6232  0.230
14 H -0.8932 -0.4385 3.3028  0.175
15 H -1.0664 0.9158 1.6380  0.345
16 H 0.6372 0.3430 3.6187  0.192
17 H -1.6447 0.6541 -0.6193  0.193
18 H 1.0641 -0.3235 0.0571  0.194
19 H 1.7673 -0.4205 -2.2844  0.361
20 H 0.5822 -1.1566 2.7307  0.190
21 H -0.5550 -0.5194 -2.5427  0.173

Atomic forces in eV per Å
0.897 -0.821 -0.106
-0.215 0.131 -0.215
0.611 -1.064 0.286
0.791 -1.377 -1.810
-0.226 0.547 1.723
-0.140 0.773 0.398
-0.582 -0.156 0.371
-0.504 -0.186 0.029
-0.111 -0.207 -0.475
0.064 -0.199 -0.086
-0.357 0.511 -0.499
0.241 0.142 -0.188
-0.902 0.503 0.759
0.117 -0.107 0.106
-0.276 0.276 -0.046
0.118 0.271 -0.168
-0.050 0.977 -0.019
0.137 0.139 0.614
0.195 -0.187 -0.123
0.131 0.130 -0.339
0.062 -0.098 -0.210

## Properties
Multiplicity ... 1
HOMO energy ... -8.55 eV
ΔE to the lowest compared entry with this formula, charge and spin ... 118.4 kJ/mol
Total energy ... -8391.3922 eV
Structure (SMILES) ... CN[C@@H](C)CCN

---

The following is a quantum chemistry calculation of the molecule C5H14N2, from OMol25.

Each line ends with the natural charge from an NBO analysis.
Positions of all 21 atoms, in Å:
1 N -2.6881 1.2747 -0.0070  -0.822
2 N 1.4294 0.4160 0.6717  -0.627
3 C 0.0383 -0.4506 -1.2409  -0.437
4 C -1.1069 -0.7856 -0.2737  -0.415
5 C 1.0332 0.7227 -0.7762  -0.229
6 C -1.7372 0.3579 0.6097  -0.225
7 C 2.1484 -0.9066 0.6801  -0.450
8 H 0.5768 -1.4832 -1.1430  0.217
9 H -2.4029 -0.2910 1.3632  0.172
10 H 1.3553 -1.6737 0.6515  0.186
11 H -2.1429 1.8667 -0.5935  0.337
12 H -0.5622 -1.4495 0.5748  0.199
13 H -0.9501 0.8640 1.1871  0.188
14 H 2.4958 -1.1730 1.6713  0.206
15 H -1.9782 -1.2622 -0.7489  0.226
16 H 0.5590 1.6990 -0.8217  0.189
17 H 2.9179 -1.2240 -0.0326  0.182
18 H 2.0592 1.0760 1.0052  0.351
19 H 2.0072 0.8662 -1.3390  0.183
20 H -2.8342 1.7702 0.8752  0.353
21 H -0.2181 -0.2140 -2.3131  0.216

Atomic forces in eV per Å
0.229 -0.529 1.217
-0.241 -2.465 -2.269
1.825 -0.460 -0.468
0.451 0.888 2.629
0.597 -1.377 1.419
-0.537 -3.430 1.102
-1.848 -0.733 1.191
-0.335 2.128 -1.290
1.492 1.486 -1.211
0.291 0.140 -0.541
0.218 0.910 -0.593
-1.783 1.078 -1.996
-0.148 -0.231 -0.155
0.574 0.731 0.403
0.695 -0.358 0.035
-0.398 0.036 0.192
-0.059 0.859 -0.331
1.232 1.665 0.514
-1.256 -0.724 -0.104
-0.914 0.944 -0.859
-0.083 -0.557 1.113

## Properties
Multiplicity ... 1
HOMO energy ... -9.00 eV
ΔE to the lowest compared entry with this formula, charge and spin ... 243.0 kJ/mol
Total energy ... -8390.1009 eV
Structure (SMILES) ... CNCCCCN

---

The following is a quantum chemistry calculation of the molecule C5H14N2, from OMol25.

Each line ends with the natural charge from an NBO analysis.
Positions of all 21 atoms, in Å:
1 N 2.1411 -0.5826 2.2057  -0.862
2 N 1.3860 -0.2831 -0.0881  -0.619
3 C -2.0342 1.0998 -0.9759  -0.397
4 C 1.7271 -1.2685 1.0264  -0.054
5 C -0.4934 1.0144 -1.0891  -0.410
6 C -2.6351 -0.2650 -1.2774  -0.612
7 C 0.0853 0.3903 0.1432  -0.250
8 H -3.4915 -0.1941 -1.9438  0.214
9 H 2.5923 -1.7722 0.5790  0.191
10 H 0.3094 1.2719 0.7953  0.185
11 H -0.0854 2.0118 -1.2732  0.210
12 H 3.0752 -0.2167 2.2235  0.379
13 H 0.8103 -1.9041 1.1783  0.158
14 H -0.5386 -0.1789 0.8572  0.166
15 H 1.4123 -0.0231 2.6212  0.367
16 H -2.3867 1.8207 -1.7339  0.200
17 H -2.8267 -0.7643 -0.3524  0.206
18 H 1.1751 -0.9373 -0.8707  0.329
19 H -1.9030 -0.8473 -1.9443  0.194
20 H -0.1922 0.5752 -2.0460  0.202
21 H -2.4703 1.3965 -0.0004  0.203

Atomic forces in eV per Å
-0.657 -1.097 0.561
-1.092 -1.647 -0.458
-0.120 0.151 -0.983
-0.131 1.738 -1.378
-1.072 0.947 -0.242
1.275 -0.472 -2.049
2.146 1.178 1.905
-0.516 -0.017 0.516
-0.404 -0.545 0.509
0.020 -0.467 -0.247
0.077 0.177 0.675
-0.173 0.319 -0.173
1.047 0.217 0.259
-0.566 -0.407 -0.996
0.427 0.205 0.044
0.058 -0.129 0.386
-0.341 -0.798 0.224
0.397 0.706 0.295
-0.868 0.451 1.266
-0.368 -0.832 0.252
0.861 0.323 -0.365

## Properties
Multiplicity ... 1
HOMO energy ... -8.96 eV
ΔE to the lowest compared entry with this formula, charge and spin ... 141.1 kJ/mol
Total energy ... -8391.1563 eV
Structure (SMILES) ... CCCCNCN

---

The following is a quantum chemistry calculation of a structure of composition C5H14N2, from OMol25.

Each line ends with the natural charge from an NBO analysis.
Positions of all 21 atoms, in Å:
1 N 1.1324 -0.7261 -0.4568  -0.633
2 N -1.5552 -0.4273 -0.6138  -0.672
3 C 3.2000 0.5564 0.0156  -0.613
4 C 1.8194 0.5946 -0.5713  -0.223
5 C -2.5989 0.3521 -0.2932  0.266
6 C 0.4303 -0.9050 0.8149  -0.181
7 C -1.0122 -0.1997 0.6947  -0.308
8 H 3.8156 -0.2456 -0.4788  0.212
9 H -2.7040 1.4038 -0.4467  0.144
10 H -3.5050 -0.0951 0.1207  0.135
11 H 3.7001 1.4950 -0.0901  0.208
12 H -0.8051 0.8417 1.0373  0.174
13 H -1.5781 -0.6650 1.5796  0.165
14 H 1.2313 1.4351 -0.0900  0.155
15 H 1.8820 0.8306 -1.6540  0.196
16 H 0.3533 -1.9761 1.0121  0.202
17 H -7.5069 2.1265 0.3494  0.002
18 H 1.0599 -0.4427 1.6932  0.188
19 H 3.1428 0.2969 1.0822  0.197
20 H 0.2871 -0.7063 -1.0568  0.389
21 H -7.4441 1.3840 0.4714  -0.002

Atomic forces in eV per Å
-0.552 0.656 0.419
-2.817 1.874 -0.046
0.461 -1.678 0.136
-1.178 0.124 -0.497
1.608 -3.179 -1.243
1.445 1.056 0.400
1.649 -0.496 3.937
-0.574 0.770 0.413
0.554 1.270 0.033
-0.454 -0.213 0.015
0.347 0.657 -0.028
-0.277 -0.036 -0.467
0.250 0.482 -0.981
0.390 -0.722 -0.404
-0.090 -0.100 0.565
-0.422 0.125 -0.007
0.044 -0.474 0.077
-1.437 -0.690 -1.514
0.148 0.134 -0.185
0.946 -0.034 -0.546
-0.041 0.472 -0.078

## Properties
Multiplicity ... 1
HOMO energy ... -8.06 eV
ΔE to the lowest compared entry with this formula, charge and spin ... 574.6 kJ/mol
Total energy ... -8386.6632 eV

---

The following is a quantum chemistry calculation of the molecule C5H14N2, from OMol25.

Each line ends with the natural charge from an NBO analysis.
Positions of all 21 atoms, in Å:
1 N -0.1066 1.3531 -0.8581  -0.661
2 N 0.4804 -1.1079 1.3660  -0.625
3 C -0.1046 -2.3146 -0.7116  -0.626
4 C -0.6820 0.0910 -0.4783  -0.214
5 C 0.8699 0.1038 2.0808  -0.430
6 C -0.7008 2.6244 -1.2544  -0.392
7 C 0.3989 -1.0141 -0.0802  -0.038
8 H 1.2740 0.9357 1.4921  0.207
9 H 1.6702 -0.0952 2.8004  0.190
10 H 0.4904 -3.1603 -0.3395  0.220
11 H 0.0090 0.5498 2.5899  0.185
12 H 0.7855 1.2092 -1.3108  0.349
13 H -1.0791 2.6132 -2.2961  0.159
14 H -1.5833 2.7580 -0.6380  0.193
15 H -0.4590 -1.3547 1.6513  0.348
16 H -0.1341 -2.2600 -1.8006  0.217
17 H -1.4502 0.1521 0.3145  0.174
18 H 0.0495 3.3882 -1.1446  0.201
19 H -1.1031 -2.6591 -0.4136  0.209
20 H -1.2349 -0.2931 -1.3598  0.147
21 H 1.2686 -0.5341 -0.5329  0.187

Atomic forces in eV per Å
1.950 0.595 0.694
0.477 -0.361 -0.319
0.761 -0.862 0.552
-1.214 -0.423 -1.342
0.266 0.647 0.374
-0.944 -1.974 -0.372
-2.555 2.038 -0.452
-0.233 -0.465 -0.563
-0.304 -0.215 0.186
0.351 0.205 -0.537
0.153 -0.092 0.192
-0.158 0.044 0.000
0.186 0.124 0.139
0.015 0.582 0.288
0.132 -0.174 0.243
0.319 -0.075 0.094
0.401 0.355 -0.045
-0.022 0.471 0.178
-0.161 0.857 0.222
-0.118 -0.245 0.239
0.698 -1.032 0.227

## Properties
Multiplicity ... 1
HOMO energy ... -7.86 eV
ΔE to the lowest compared entry with this formula, charge and spin ... 175.6 kJ/mol
Total energy ... -8390.7991 eV
Structure (SMILES) ... CNC[C@H](C)NC

---

The following is a quantum chemistry calculation of the molecule C5H14N2, from OMol25.

Each line ends with the natural charge from an NBO analysis.
Positions of all 21 atoms, in Å:
1 N -2.5910 -0.3190 0.5317  -0.823
2 N 1.1140 0.1249 0.0180  -0.439
3 C 1.8281 -1.0248 0.5577  -0.418
4 C 1.8858 1.3578 0.2633  -0.413
5 C -1.2881 -0.5158 -0.1179  -0.062
6 C -0.2271 0.2394 0.6881  -0.220
7 C -1.2668 -0.0757 -1.5836  -0.618
8 H -1.3207 1.0146 -1.6422  0.195
9 H 1.8547 1.6673 1.3134  0.167
10 H -3.2265 -1.0258 0.1675  0.353
11 H 1.3424 -1.9410 0.2211  0.195
12 H 2.9092 1.1650 -0.0404  0.196
13 H -0.1123 -0.1013 1.7158  0.187
14 H -0.9750 -1.5432 -0.1124  0.181
15 H 1.8518 -1.0227 1.6569  0.162
16 H -3.0050 0.5407 0.1805  0.346
17 H -0.4905 1.3004 0.6224  0.186
18 H -0.4243 -0.4773 -2.0968  0.226
19 H -2.1531 -0.4549 -2.1048  0.199
20 H 1.4544 2.1225 -0.3838  0.199
21 H 2.8400 -1.0312 0.1456  0.199

Atomic forces in eV per Å
-0.178 -0.546 -0.350
-0.334 0.338 0.966
-0.141 0.043 -0.492
-0.603 -0.754 -0.527
0.391 0.771 0.019
1.009 0.306 -1.690
-1.098 0.072 0.393
0.275 0.014 -0.150
0.093 0.111 0.079
0.040 -0.065 0.228
-0.032 -0.093 0.116
0.201 0.207 0.004
-0.484 0.084 0.262
-0.387 -0.841 0.288
0.190 -0.029 0.040
0.213 0.190 0.160
-0.093 -0.040 0.440
0.819 0.094 -0.357
-0.025 -0.043 0.154
0.165 0.247 0.221
-0.023 -0.067 0.196

## Properties
Multiplicity ... 1
HOMO energy ... -8.61 eV
ΔE to the lowest compared entry with this formula, charge and spin ... 90.3 kJ/mol
Total energy ... -8391.6835 eV
Structure (SMILES) ... C[C@H](N)CN(C)C

---

The following is a quantum chemistry calculation of the molecule C5H14N2, from OMol25.

Each line ends with the natural charge from an NBO analysis.
Positions of all 21 atoms, in Å:
1 N -1.3096 -2.2836 -0.2266  -0.853
2 N 0.8131 0.6755 -1.0264  -0.665
3 C -0.3224 0.0122 -0.3903  -0.022
4 C -0.6193 0.3338 1.0604  -0.433
5 C -0.7225 1.8108 1.2408  -0.627
6 C -0.2313 -1.4683 -0.6722  -0.226
7 C 2.1972 0.3581 -0.7319  -0.418
8 H -1.2138 -2.8343 0.5963  0.360
9 H -1.2689 1.9378 0.2975  0.199
10 H 0.6332 -1.8683 -0.1392  0.181
11 H 2.3262 -0.2838 0.2298  0.184
12 H -1.5557 -0.2124 1.1382  0.211
13 H -0.1591 -1.7424 -1.6845  0.197
14 H 0.6754 1.5592 -1.3624  0.371
15 H -1.5387 2.0382 1.9451  0.212
16 H 0.1109 -0.0453 1.6961  0.197
17 H -1.2355 0.3325 -1.0331  0.178
18 H -2.2368 -1.8912 -0.1317  0.352
19 H 0.1193 2.5432 1.2829  0.224
20 H 2.7954 1.3064 -0.5729  0.197
21 H 2.7429 -0.2780 -1.5158  0.179

Atomic forces in eV per Å
-2.242 -0.885 0.644
0.683 -2.631 0.828
-0.376 0.400 -2.433
0.366 -0.220 -1.221
-2.508 1.073 -0.903
0.518 -0.720 1.642
1.235 -0.917 1.033
0.703 -0.196 0.562
0.119 1.528 -0.081
0.390 0.053 -0.266
-0.409 1.234 -1.336
-0.246 0.384 1.082
0.783 0.623 -1.637
-0.516 2.372 -0.719
0.794 0.254 0.370
1.271 -1.358 1.197
1.160 -0.070 1.119
0.128 0.447 -0.535
-0.420 -1.232 0.130
-0.571 -1.078 -0.181
-0.862 0.941 0.706

## Properties
Multiplicity ... 1
HOMO energy ... -8.20 eV
ΔE to the lowest compared entry with this formula, charge and spin ... 205.0 kJ/mol
Total energy ... -8390.4948 eV
Structure (SMILES) ... CC[C@H](CN)NC

---

The following is a quantum chemistry calculation of a structure of composition C5H14N2, from OMol25.

Each line ends with the natural charge from an NBO analysis.
Positions of all 21 atoms, in Å:
1 N -1.2302 -0.8742 -0.2673  -0.499
2 N 1.7409 1.4109 -1.0402  -0.849
3 C -2.7129 0.2181 -0.9317  -0.647
4 C 1.1445 -0.8151 -0.3606  -0.422
5 C -0.0729 -0.4334 0.4312  -0.140
6 C 2.1763 0.2302 -0.3183  -0.207
7 C -0.0517 -0.5292 1.9960  -0.645
8 H -0.6797 0.3160 2.3347  0.208
9 H -3.2040 1.0184 -0.3286  0.215
10 H -3.2038 -0.5472 -1.4533  0.240
11 H -2.0252 0.6906 -1.6482  0.234
12 H -2.3148 -0.4099 -0.0393  0.315
13 H 2.5501 0.5158 0.6859  0.180
14 H -0.6084 -1.4439 2.2962  0.216
15 H 1.5649 -1.7273 0.0921  0.215
16 H 1.8915 2.2739 -0.4772  0.360
17 H 0.8288 1.4100 -1.3795  0.353
18 H -0.6440 0.4516 0.1225  0.249
19 H 0.8716 -0.4931 2.5776  0.219
20 H 0.9423 -1.0843 -1.4291  0.229
21 H 3.0364 -0.1777 -0.8628  0.176

Atomic forces in eV per Å
-0.384 -5.807 0.085
2.235 2.033 1.265
0.999 4.091 -1.186
-0.090 -1.105 0.181
-1.940 1.000 0.005
1.553 0.823 -0.641
-1.649 -0.220 -0.370
0.337 -0.384 0.138
-0.326 -0.702 -0.625
-1.264 -0.812 -0.334
-0.454 -0.025 0.365
0.813 -1.004 1.895
-0.461 -0.366 -0.291
0.421 0.365 -0.173
-0.207 0.068 -0.078
-0.321 -1.014 -0.856
-1.726 -0.256 -0.420
2.201 2.828 0.540
0.259 0.045 -0.651
-0.236 0.389 0.916
0.241 0.052 0.236

## Properties
Multiplicity ... 1
HOMO energy ... -7.92 eV
ΔE to the lowest compared entry with this formula, charge and spin ... 699.4 kJ/mol
Total energy ... -8385.3704 eV